# 1
Below is a cluster of 9 separate species, C5H28N10O9 in total at a distorted geometry, with properties calculated with ωB97M-V with the def2-TZVPD basis set.

```
52
Properties=species:S:1:pos:R:3:forces:R:3
N -3.903913 0.658178 -5.077288 -2.80 1.37 -3.90
C -3.055533 0.200648 -4.210158 -2.73 -3.93 0.33
N -2.292143 1.077118 -3.685918 3.58 3.15 2.07
O -3.173003 -0.962582 -3.881628 0.82 -1.59 0.88
H -4.340863 -0.065102 -5.630488 -0.19 0.42 0.07
H -4.034843 1.626428 -5.333118 0.18 -0.30 0.07
H -1.908883 1.664708 -4.412528 0.62 0.42 0.77
H -1.712523 0.676448 -2.962298 0.54 0.46 -0.24
N 5.661687 4.125948 -1.125848 -1.20 -1.19 -4.42
C 6.446557 4.601848 -0.206208 1.44 2.05 0.54
N 6.057697 4.229078 0.972652 -1.19 -1.24 3.78
O 7.384077 5.354008 -0.344778 1.22 0.79 -1.09
H 6.023147 4.276858 -2.056798 -0.59 -0.07 -0.06
H 4.694037 3.867778 -0.995108 0.37 0.14 0.04
H 6.549657 4.664998 1.739492 -0.18 -0.72 0.12
H 5.628837 3.314688 0.964422 0.08 0.24 1.11
N -1.380453 4.305058 0.138942 -1.92 0.00 -1.22
C -0.063573 4.276938 0.369242 2.41 -0.35 -1.63
N 0.252047 4.466488 1.666632 0.15 0.12 0.56
O 0.802277 4.100258 -0.519648 -1.67 0.22 1.44
H -2.103673 4.484768 0.820662 0.48 -0.04 -0.03
H -1.694273 4.236798 -0.818638 0.23 0.02 0.22
H 1.184847 4.182378 1.929802 -0.36 0.16 0.28
H -0.532793 4.500468 2.301432 0.73 -0.16 0.36
N -2.149603 -5.729582 -0.355398 -0.70 3.31 -1.07
C -1.809423 -6.725172 0.433032 -0.33 -1.14 0.43
N -1.647913 -7.886412 -0.234468 0.51 -2.12 0.57
O -1.689833 -6.646772 1.644442 0.35 0.13 0.06
H -2.522073 -5.800102 -1.291558 0.29 -0.25 0.33
H -2.242293 -4.832872 0.100022 -0.12 -0.13 -0.17
H -1.516813 -8.636482 0.429092 0.02 -0.23 -0.52
H -1.788383 -8.109542 -1.209448 0.00 0.46 0.37
N -4.266823 0.212688 3.353092 -2.93 2.02 7.03
C -3.688593 -0.339112 2.375742 6.28 -2.99 -2.17
N -4.207053 0.085058 1.274352 -1.99 0.81 -4.51
O -2.617073 -1.005122 2.355632 -1.79 0.55 0.87
H -4.044623 0.023498 4.320012 0.34 -0.26 -0.36
H -5.173973 0.646898 3.260162 0.30 -0.12 -0.08
H -5.086673 0.575148 1.352952 0.25 -0.18 -0.94
H -3.847413 -0.283562 0.405522 -0.38 0.18 0.10
O 1.459607 -0.820772 0.319012 0.12 -0.21 -0.28
H 0.654637 -0.977492 0.812672 -0.32 -0.03 0.13
H 1.870907 -0.077582 0.760302 0.16 0.23 0.16
O 3.060647 -2.550732 -2.864908 -0.05 -0.12 -0.26
H 3.983077 -2.445822 -2.631788 0.22 0.00 0.05
H 2.583857 -2.107292 -2.163298 -0.21 0.15 0.29
O 3.015977 1.024128 3.511062 0.04 0.16 -0.29
H 3.134907 0.143598 3.867092 0.06 -0.30 0.05
H 2.516207 1.488888 4.182232 -0.12 0.12 0.17
O 2.080087 -4.267342 2.412792 0.23 0.10 0.19
H 1.475287 -3.697352 1.937862 -0.15 0.16 -0.12
H 1.974977 -5.125012 2.000982 -0.07 -0.24 -0.06
```
Forces are in eV/Å.

Output
largest force on an atom	0.1533	Eh/bohr
Kohn-Sham gap	9.3	eV
E_tot	-1432.1224	a.u.
SMILES	NC(N)=O.NC(N)=O.NC(N)=O.NC(N)=O.NC(N)=O.O.O.O.O

=====

# 2
Below is a cluster of 8 separate species, C5H28N2O7 in total at a distorted geometry, with properties calculated with ωB97M-V with the def2-TZVPD basis set.

```
42
Properties=species:S:1:pos:R:3:forces:R:3
C -0.106275 0.237313 -2.500867 -0.28 0.05 -3.00
C 1.373171 0.660519 -2.435281 -0.58 -1.20 1.37
C 1.895867 1.051649 -3.797270 -0.28 0.28 -0.52
C 1.607141 1.768723 -1.392223 1.78 0.92 -0.70
N 2.245534 1.405798 -0.114930 -1.32 -0.78 -0.74
C 1.815773 2.160819 1.046172 1.32 1.99 -0.14
N 1.522041 1.360626 2.188401 0.10 -0.92 0.43
H -0.717259 -0.025627 -1.660509 0.33 -0.04 0.94
H -0.689909 0.958664 -3.121251 0.29 0.21 0.66
H -0.150645 -0.604802 -3.219751 0.01 -0.12 0.59
H 1.892400 -0.284196 -2.158373 0.11 0.72 0.26
H 1.337638 1.895637 -4.189961 -0.36 0.25 -0.07
H 1.801505 0.255797 -4.559019 0.28 0.22 0.50
H 2.907265 1.440986 -3.709119 0.29 -0.43 -0.14
H 2.344243 2.471157 -1.846418 -0.46 -0.21 -0.06
H 0.719903 2.409681 -1.296870 -0.25 -0.40 0.42
H 2.226553 0.412255 0.084942 -0.29 0.12 -0.08
H 1.096875 2.981315 0.790747 -0.21 -1.14 0.08
H 2.708243 2.785981 1.273851 -0.39 -0.25 0.50
H 0.596544 1.261738 2.571923 -0.24 0.55 -0.40
H 2.225766 1.409686 2.903845 -0.12 0.04 0.10
O -2.245326 0.841018 1.830628 0.23 -0.36 0.53
H -2.910252 1.235332 1.259187 0.35 -0.12 -0.19
H -2.177711 -0.118402 1.623039 -0.33 0.65 0.18
O -2.611700 1.893627 -0.642391 -0.44 -0.12 -1.68
H -3.224725 1.519452 -1.309127 0.15 0.21 0.72
H -1.875922 2.122648 -1.233131 0.10 0.04 0.57
O -2.322550 -2.979392 -0.427948 -0.02 -0.27 -0.83
H -2.368452 -2.763602 0.521940 -0.47 0.10 0.11
H -3.135459 -3.367813 -0.796328 0.56 0.33 0.72
O -1.173806 -1.137648 4.416811 0.44 0.78 0.45
H -1.531578 -0.412775 4.948928 -0.12 -0.26 -0.06
H -0.480896 -0.681897 3.907626 -0.30 -0.45 0.16
O 0.659786 -1.984852 2.057113 -0.05 0.10 0.36
H 0.656554 -2.507187 1.221750 0.27 0.66 -0.07
H 0.892394 -1.049415 1.918099 0.29 -0.46 -0.53
O 0.437646 -3.380860 -0.422611 0.50 0.80 0.21
H -0.511931 -3.198414 -0.565177 -0.04 -0.71 -0.01
H 0.614695 -4.303756 -0.233990 -0.51 -0.13 -0.12
O -1.958790 -1.841089 2.010952 -0.42 -0.62 -0.42
H -0.990354 -1.872656 2.204804 -0.15 -0.24 -0.12
H -2.393997 -2.026042 2.851784 0.20 0.23 -0.01
```
Forces are in eV/Å.

Output
largest force on an atom	0.0586	Eh/bohr
Kohn-Sham gap	8.8	eV
E_tot	-843.4642	a.u.
SMILES	CC(C)CNCN.O.O.O.O.O.O.O

=====

# 3
Below is a cluster of 9 separate species, C5H28N2O9 in total at a distorted geometry, with properties calculated with ωB97M-V with the def2-TZVPD basis set.

```
44
Properties=species:S:1:pos:R:3:forces:R:3
C -2.528412 0.954833 -0.016183 0.01 -0.46 -1.35
N -1.358979 0.737973 -0.897102 0.43 -0.33 -0.09
C -1.237075 -0.654196 -1.345731 1.16 0.78 0.48
C -0.875585 -1.534163 -0.149125 -0.70 -0.46 0.42
O -0.721653 -1.066937 0.959263 0.08 0.15 -0.15
C -0.123705 -0.792154 -2.415417 -0.43 -0.60 -0.96
C 1.313356 -0.532238 -1.963582 -0.89 1.35 1.09
N 1.682739 -1.324316 -0.790624 0.14 -0.94 -0.15
H -3.341188 1.215149 -0.703482 -0.17 0.37 0.34
H -2.311413 1.733809 0.696903 -0.09 0.14 0.21
H -2.861750 0.027975 0.453897 0.20 0.12 0.37
H -0.493383 0.967721 -0.417662 -0.25 -0.30 0.48
H -2.199771 -0.917010 -1.779720 0.00 -0.47 -0.05
H -0.796088 -2.622510 -0.260428 -0.06 0.04 -0.41
H -0.218279 -1.773361 -2.894476 -0.01 -0.12 0.20
H -0.399947 -0.088512 -3.206502 0.18 0.08 0.01
H 1.340275 0.517643 -1.644304 -0.09 -0.56 -0.68
H 2.073092 -0.592122 -2.732858 -0.18 -0.44 -0.40
H 2.636902 -1.652797 -0.776976 0.12 0.02 -0.23
H 1.554443 -0.862588 0.098164 -0.18 0.17 -0.08
O -0.371012 3.275815 -0.203579 0.21 0.41 0.39
H -0.932163 3.991646 -0.518055 0.08 0.00 -0.09
H -0.442005 2.604977 -0.887095 0.02 0.22 -0.07
O -1.930230 3.034260 -2.749224 0.11 0.04 0.07
H -2.653228 3.021255 -2.112832 -0.09 0.02 -0.13
H -1.370181 2.309885 -2.424197 -0.37 -0.17 -0.23
O -0.371169 1.782934 2.762059 -0.19 -0.50 0.02
H -0.528430 2.452527 3.431042 0.18 0.16 -0.10
H 0.359862 2.066433 2.205466 -0.07 0.29 -0.02
O 0.449714 -4.146221 -1.352787 0.32 0.23 -0.10
H 1.100897 -4.531751 -0.755913 -0.10 -0.14 -0.01
H 0.800797 -3.243759 -1.467418 -0.05 -0.18 0.17
O 3.705920 -1.257795 1.711441 -0.04 0.12 -0.45
H 4.296314 -0.734652 2.257052 -0.04 -0.02 0.14
H 2.839031 -1.259212 2.157656 0.01 0.00 0.27
O 2.290805 1.483140 -0.477205 0.64 1.14 0.62
H 2.906584 2.152988 -0.792905 -0.19 0.23 0.00
H 2.859552 0.874261 -0.008895 0.23 -0.50 0.35
O 1.207901 -1.335978 2.973167 -0.17 0.02 0.17
H 0.393205 -1.488783 2.468002 0.03 -0.01 -0.18
H 0.883689 -0.818084 3.719966 0.12 0.03 -0.03
O -1.942857 -0.710044 3.552870 0.02 0.02 0.23
H -2.822787 -1.093694 3.541181 -0.02 0.00 -0.08
H -1.863791 -0.172345 2.756144 0.11 0.03 0.01
```
Forces are in eV/Å.

Output
largest force on an atom	0.0379	Eh/bohr
Kohn-Sham gap	9.8	eV
E_tot	-993.9430	a.u.
SMILES	CN[C@H](C=O)CCN.O.O.O.O.O.O.O.O